(1)
8
Properties=species:S:1:pos:R:3:lowdin_spin:R:1 method="wB97M-V/def2-TZVPD" s2=2.0050 homo_lumo_gap_ev="9.99 / 8.63" e_homo_ev="-8.91 / -9.76" multiplicity=3 e_above_lowest_kj_mol=78.3
C -0.68247 0.31448 0.05047 0.195
C 0.50230 -0.65783 0.04817 0.017
N 1.74836 -0.34191 0.01138 0.004
P -2.65241 -0.03632 0.05616 1.729
H -0.72781 1.10336 0.70148 0.028
H -0.46147 0.66370 -0.92894 0.022
H 0.21853 -1.65609 -0.09909 0.006
H 2.05497 0.61062 0.16037 0.001


(2)
9
Properties=species:S:1:pos:R:3:lowdin_charge:R:1 method="wB97M-V/def2-TZVPD" homo_lumo_gap_ev="7.19 / 7.19" e_homo_ev="-7.46 / -7.45" multiplicity=1 e_above_lowest_kj_mol=266.4
C 0.10372 -1.70367 0.03111 -0.086
C 0.74000 0.96317 -0.20633 -0.441
N -1.04045 -1.31818 0.08731 -0.495
P -2.19404 -0.23268 -0.27962 0.561
S -0.99767 1.51748 0.02304 0.372
H 0.59749 -0.01982 -0.71201 -0.012
H 0.64072 -2.10862 0.90649 0.068
H 1.13439 1.04690 0.83862 0.047
H 1.01583 1.85543 -0.68860 -0.014


(3)
9
Properties=species:S:1:pos:R:3:lowdin_charge:R:1 method="wB97M-V/def2-TZVPD" homo_lumo_gap_ev=6.94 e_homo_ev=-7.42 multiplicity=1 e_above_lowest_kj_mol=341.4
C -0.41892 1.53472 -0.02576 -0.288
C 1.13337 -1.48389 -0.13082 -0.591
N -1.27904 0.65711 0.21744 -0.646
P -2.13416 -0.56987 0.48091 0.795
S 1.49611 -0.01422 0.31653 0.675
H -0.30085 1.59527 -1.03932 0.054
H -0.28164 2.19689 0.77724 0.076
H 1.02754 -2.23455 0.51462 -0.068
H 0.75758 -1.68146 -1.11083 -0.008


(4)
7
Properties=species:S:1:pos:R:3:lowdin_charge:R:1 method="wB97M-V/def2-TZVPD" homo_lumo_gap_ev="5.61 / 2.71" charge=-1 e_homo_ev="-2.87 / -0.36" multiplicity=1
C -0.29207 0.54755 -0.14389 -0.445
C 0.17872 -0.74807 0.20901 -0.303
H -1.56535 0.81380 -1.15528 0.079
H -0.80199 1.19451 0.60046 -0.008
H -0.24897 -1.03984 1.19986 -0.072
Na 2.35250 -1.97388 0.02385 -0.240
H 0.37715 1.20592 -0.73401 -0.011


(5)
8
Properties=species:S:1:pos:R:3:lowdin_charge:R:1 method="wB97M-V/def2-TZVPD" homo_lumo_gap_ev=10.86 e_homo_ev=-10.38 smiles="C=O.C=O" multiplicity=1 e_above_lowest_kj_mol=255.4
C -0.82751 2.16560 2.28507 -0.100
O -1.07198 3.39718 2.18977 -0.056
H -0.32033 1.55718 1.49891 0.079
H -1.21684 1.61501 3.17430 0.078
C 0.88163 -2.20251 -2.29595 -0.151
O 0.66764 -1.39816 -3.16602 -0.012
H 1.87341 -2.63824 -2.02765 0.083
H 0.01399 -2.49609 -1.65843 0.079


(6)
8
Properties=species:S:1:pos:R:3:lowdin_charge:R:1 method="wB97M-V/def2-TZVPD" homo_lumo_gap_ev=11.33 e_homo_ev=-10.57 smiles="CC(=O)O" multiplicity=1 e_above_lowest_kj_mol=5.5
C 0.95630 -0.04340 -0.01330 0.002
C -0.48843 0.29425 -0.03039 -0.608
O -0.90288 1.41513 -0.01533 0.101
O -1.29144 -0.79120 -0.03235 0.082
H 1.18813 -0.74624 -0.79853 0.080
H 1.17452 -0.51926 0.96979 0.105
H 1.58243 0.85093 -0.15798 0.096
H -2.21863 -0.46021 0.07808 0.142


no.,DFT total energy (eV)
1,-12913.94496
2,-23749.87556
3,-23749.09844
4,-6550.35946
5,-6231.66070
6,-6234.25074